[1]
A cluster of 10 separate species, C22H70N5O10 in total. Source: OMol25; level of theory: ωB97M-V/def2-TZVPD.

Frontier orbital gap: 7.1646 eV
Multiplicity: 1
Total charge: +1
ΔE to the lowest compared entry with this formula, charge and spin: 0.00 kcal per mole
HOMO level: -10.12 eV

```
107
Properties=species:S:1:pos:R:3:mulliken_charge:R:1
O 2.35361 -1.99118 2.88822 -0.33
H 1.72174 -1.61658 2.20737 0.28
H 3.00792 -2.70680 2.48635 0.54
H 1.84813 -2.38647 3.61057 0.40
O -1.48689 -2.66163 2.75497 -0.48
H -1.00834 -2.94011 3.54324 0.36
H -0.83626 -2.11201 2.10616 0.22
H -1.80465 -3.46953 2.15380 0.47
C -0.25699 0.84573 0.82029 -1.01
C -0.54486 -0.58237 0.44275 0.28
O 0.18783 -1.49327 1.24364 -0.20
H -0.63600 1.05991 1.82555 0.35
H -0.67562 1.56284 0.11348 -0.04
H 0.81087 1.03934 0.94449 0.04
H -0.34290 -0.84195 -0.60666 -0.11
H -1.62269 -0.79231 0.52549 0.21
C 1.71550 3.59075 2.32144 -0.82
C 2.90241 3.77255 3.29308 0.49
C 3.66229 5.07965 3.18271 -0.80
O 3.94369 5.36230 1.83755 -0.26
C 4.80310 6.46778 1.71541 -0.74
N 2.61531 3.46182 4.68039 -0.73
H 1.15902 4.47348 2.01420 0.33
H 1.01908 2.94866 2.87870 0.12
H 1.97523 2.93581 1.49055 0.17
H 3.63602 3.02420 2.96467 0.14
H 4.55943 4.99810 3.80768 0.38
H 3.03799 5.88413 3.61467 0.32
H 5.23163 6.60034 0.72542 0.25
H 5.65116 6.33893 2.39987 0.31
H 4.27801 7.38743 1.99819 0.30
H 2.32708 2.49630 4.81011 0.22
H 1.77043 3.91462 5.02845 0.29
C 5.57176 -4.68244 0.26591 -1.49
C 4.91366 -3.42375 0.78746 0.21
C 4.09672 -2.65068 -0.21059 -0.61
O 3.38302 -1.58619 0.36526 -0.18
C 2.68062 -0.86843 -0.62069 -0.22
N 3.96024 -3.85487 1.85964 -0.62
H 6.21104 -5.17615 0.99974 0.42
H 6.22358 -4.51125 -0.59673 0.37
H 4.87119 -5.45603 -0.06146 0.38
H 5.65284 -2.78275 1.26661 0.29
H 3.49715 -3.33423 -0.82526 0.20
H 4.81122 -2.17475 -0.89920 0.40
H 3.33684 -0.31936 -1.30000 0.47
H 2.09593 -0.06088 -0.16753 -0.35
H 1.90812 -1.50885 -1.05486 0.09
H 4.45868 -4.30934 2.62411 0.32
H 3.37835 -4.62264 1.52405 0.23
C -0.24099 0.27716 -3.48506 -1.25
C -1.69600 0.23480 -3.96894 -0.01
C -2.67140 -0.22759 -2.87854 0.70
O -3.83683 -0.63882 -3.57843 -0.43
C -5.03588 -0.63307 -2.82704 -0.74
N -1.90490 1.59815 -4.44236 -0.61
H 0.09147 -0.67743 -3.05256 0.33
H -0.09876 0.97286 -2.64926 0.16
H 0.46911 0.52789 -4.26789 0.37
H -1.76457 -0.46953 -4.80184 0.33
H -2.85025 0.62586 -2.21606 0.21
H -2.24277 -1.11680 -2.39803 -0.32
H -5.68238 -1.40736 -3.23993 0.28
H -5.52845 0.32720 -3.03793 0.26
H -4.91455 -0.70910 -1.74383 0.30
H -1.55780 2.26377 -3.75249 0.19
H -2.82268 1.80593 -4.80463 0.32
C -4.03033 4.17665 -2.59483 -1.25
C -2.67735 4.72744 -2.17108 0.70
C -2.40965 4.43504 -0.70946 -0.65
O -1.31361 5.16007 -0.15626 -0.18
C -1.63629 6.51280 0.09538 -0.84
N -1.58881 4.17873 -3.02940 -0.52
H -4.24425 4.34573 -3.65210 0.37
H -4.81683 4.55077 -1.94291 0.42
H -3.99038 3.08008 -2.58633 -0.01
H -2.69518 5.81819 -2.29582 0.23
H -2.10379 3.38219 -0.66906 -0.21
H -3.24590 4.60134 -0.02452 0.52
H -2.60316 6.61992 0.60235 0.38
H -1.68007 7.05696 -0.85221 0.29
H -0.88552 6.96567 0.73821 0.25
H -0.75874 4.26615 -2.43850 0.21
H -1.44437 4.88419 -3.74640 0.25
C -3.24935 -3.03371 -0.13824 -1.03
C -3.03117 -4.52292 0.09527 0.18
C -2.73046 -5.27815 -1.17575 -0.74
O -2.67758 -6.64774 -0.89130 -0.31
C -2.41532 -7.44582 -2.01823 -0.77
N -1.91859 -4.64979 1.08471 -0.43
H -4.02909 -2.79852 -0.86421 0.47
H -2.33242 -2.71853 -0.64686 -0.11
H -3.49055 -2.51352 0.78438 0.39
H -3.89370 -5.02904 0.53846 0.51
H -1.80648 -4.93215 -1.67238 0.28
H -3.50178 -5.02558 -1.92096 0.45
H -3.28731 -7.60037 -2.65914 0.30
H -2.03128 -8.40816 -1.68270 0.27
H -1.61151 -7.03495 -2.64446 0.33
H -1.87410 -5.59945 1.44874 0.33
H -1.07446 -4.60914 0.49948 0.11
O 0.50582 1.00351 5.23061 -0.65
H 0.35287 1.25841 4.31294 0.36
H -0.36117 0.74050 5.55657 0.30
O 0.91105 -3.99460 0.06890 -0.77
H 0.69366 -3.07420 0.33678 0.28
H 1.21154 -3.92975 -0.84411 0.35
```


[2]
A structure of composition C22H73N23O13. Source: OMol25; level of theory: ωB97M-V/def2-TZVPD.

Frontier orbital gap: 7.8764 eV
Multiplicity: 1
ΔE to the lowest compared entry with this formula, charge and spin: 170.27 kcal per mole
HOMO level: -7.65 eV

```
131
Properties=species:S:1:pos:R:3:mulliken_charge:R:1
C 1.10075 -3.68371 0.68945 -1.53
C 2.18649 -2.99723 1.53466 0.98
C 3.51121 -3.07925 0.80059 -0.53
O 4.65247 -3.10792 1.67039 -0.40
C 5.86842 -2.84629 0.97841 -0.69
N 1.75526 -1.64388 1.86692 0.62
H 1.20813 -4.77423 0.71028 0.58
H 0.91291 -3.48663 -0.36933 0.25
H 0.10144 -3.60205 1.13067 0.06
H 2.16094 -3.68749 2.38594 0.21
H 3.59694 -2.24725 0.09271 -0.05
H 3.45463 -3.96648 0.16532 0.49
H 6.23461 -3.78088 0.54573 0.30
H 6.62500 -2.65966 1.74529 0.23
H 5.80437 -1.96390 0.34324 0.26
H 2.58414 -1.26477 2.32681 0.62
H 1.04809 -1.62699 2.59882 -1.29
C -1.63684 6.66584 -0.01103 -1.38
C -1.17596 6.07448 1.32432 0.42
C -1.96430 4.80273 1.61627 -0.85
O -1.68244 3.79818 0.60908 0.11
C -2.65382 2.75101 0.47302 -1.18
N 0.24564 5.75642 1.17139 -0.51
H -1.54598 5.90937 -0.79104 0.13
H -1.11044 7.56698 -0.31762 0.39
H -2.70320 6.89270 0.08432 0.39
H -1.33715 6.79728 2.12460 0.47
H -3.03954 4.95589 1.71644 0.52
H -1.54007 4.37067 2.52721 0.22
H -2.53176 2.16537 -0.43678 0.17
H -3.61512 3.25392 0.34352 0.55
H -2.66698 2.07498 1.33034 0.47
H 0.31770 4.80571 0.83477 -0.21
H 0.78592 5.81728 2.02450 0.30
C 2.25910 -0.50139 -3.18461 -0.26
C 2.77993 0.36289 -4.33164 0.58
C 2.83304 -0.47682 -5.61911 -0.72
O 3.92018 -1.34142 -5.57118 -0.25
C 4.11211 -2.20837 -6.64301 -0.81
N 1.95165 1.58867 -4.46896 -0.54
H 2.78265 -1.44438 -3.03903 0.57
H 1.23187 -0.85455 -3.35758 0.37
H 2.07820 0.08687 -2.29119 -1.16
H 3.76432 0.76552 -4.07830 0.32
H 3.09061 0.25074 -6.40652 0.33
H 1.86398 -0.96399 -5.76145 0.35
H 3.23248 -2.78576 -6.94048 0.32
H 4.92782 -2.87914 -6.37223 0.25
H 4.49810 -1.72339 -7.55013 0.30
H 2.02388 2.19614 -3.66333 0.01
H 2.41698 2.02231 -5.26101 0.28
C -2.29355 2.15556 -3.86428 0.57
O -3.30518 2.42724 -3.21786 -0.66
N -1.12486 1.75191 -3.31463 0.24
N -2.26872 2.37203 -5.21179 -0.42
H -0.26851 1.62273 -3.83162 0.19
H -1.32242 1.28263 -2.42249 -0.14
H -1.57444 2.11819 -5.89084 0.14
H -3.10991 2.71958 -5.63879 0.23
C 0.71129 -1.92595 4.70773 0.68
O -0.18879 -1.78341 3.83646 -1.16
N 1.04813 -3.17426 5.13394 -0.46
N 1.26435 -0.89105 5.31375 -0.35
H 0.60108 -3.97455 4.72844 0.24
H 1.54817 -3.27522 5.99820 0.17
H 2.01575 -1.12313 5.94095 0.16
H 0.85565 0.03880 5.22330 0.20
C -3.64520 -1.59080 3.42197 0.52
O -4.87671 -1.63972 3.45034 -0.79
N -2.87572 -1.89152 4.51466 -0.51
N -2.94771 -1.14107 2.35129 -0.27
H -3.37891 -1.90466 5.38031 0.24
H -1.88298 -1.89145 4.27901 0.54
H -1.94604 -1.16225 2.30450 -0.43
H -3.46420 -1.15051 1.48098 0.83
C 4.69469 0.63326 0.40503 0.55
O 4.55317 0.34221 -0.77602 -0.56
N 3.75266 0.80308 1.35548 0.25
N 5.93697 1.04441 0.87207 -0.48
H 2.77505 0.76038 1.12076 -0.51
H 3.96199 1.37029 2.15146 0.27
H 6.12690 1.19653 1.84084 0.13
H 6.62239 1.12125 0.14024 0.26
C -0.78745 -0.38676 -0.26810 0.87
O -1.47739 -0.12107 -1.28049 -1.26
N 0.54730 -0.28573 -0.20158 2.69
N -1.36779 -1.04832 0.75494 1.34
H 1.00596 0.08111 -1.01292 -1.62
H 1.13667 -0.78828 0.48309 -0.65
H -0.86558 -1.44469 1.52611 -0.30
H -2.30222 -1.39318 0.54565 -0.98
C 1.03855 1.89735 3.42263 0.54
O 1.11370 1.88269 4.66071 -0.89
N 1.79634 2.67080 2.60464 0.13
N 0.23473 1.04801 2.77172 0.58
H 1.78367 2.60675 1.59487 -0.13
H 2.36314 3.34041 3.09589 0.27
H 0.13264 1.10996 1.76983 -0.45
H -0.38183 0.46612 3.31750 0.10
C 1.79309 3.24675 -1.05797 0.19
O 2.00279 2.27147 -0.31632 -0.12
N 2.79326 4.00899 -1.54955 -0.41
N 0.56226 3.79413 -1.16897 0.16
H 2.59622 4.86351 -2.03355 0.15
H 3.72529 3.75266 -1.27345 0.29
H -0.21332 3.33704 -0.71187 -0.52
H 0.48994 4.74039 -1.49197 0.20
C -4.60152 -3.63588 -2.62243 0.54
O -5.36989 -4.56783 -2.36872 -0.72
N -4.38955 -3.14729 -3.85814 -0.34
N -3.94310 -2.96778 -1.63470 0.08
H -3.71031 -2.43613 -4.04683 0.15
H -4.86677 -3.60833 -4.61181 0.21
H -3.31436 -2.23707 -1.92132 -0.02
H -3.80643 -3.36084 -0.71623 0.19
C -2.93464 -4.26843 2.12244 0.43
O -3.01061 -3.80041 0.99339 -0.67
N -3.20242 -3.49177 3.22746 -0.18
N -2.63138 -5.55744 2.39061 -0.44
H -3.76632 -2.71471 2.90583 -0.20
H -3.27863 -3.94944 4.11485 0.32
H -2.56576 -6.22691 1.64457 0.27
H -2.61068 -5.92802 3.32146 0.14
C -4.79485 -0.15966 -0.17021 0.42
O -4.18829 -0.85117 0.66598 -0.19
N -6.10519 0.19145 -0.06013 -0.40
N -4.17310 0.27004 -1.28104 0.18
H -6.63544 -0.15736 0.71734 0.27
H -6.58586 0.74436 -0.74312 0.15
H -3.15949 0.16515 -1.36680 -0.31
H -4.78807 0.67070 -1.96612 0.20
```